Computed, not measured: a 11-piece molecular cluster, C85H188N9O12P2 overall, with the ωB97M-V functional and the def2-TZVPD basis.

* LUMO level: -5.33 eV
* total charge: +3

Geometry as XYZ:
```
296
C85H188N9O12P2 (the ωB97M-V functional and the def2-TZVPD basis)
C 2.20 -22.18 3.56
C 2.99 -22.47 4.86
C 3.57 -23.87 4.96
C 2.49 -25.03 5.17
P 3.02 -26.72 4.87
C 4.60 -27.24 5.74
C 4.95 -28.70 5.46
C 6.20 -29.20 6.27
C 5.91 -29.10 7.78
C 1.60 -27.85 4.97
C 0.20 -27.22 4.82
C -0.88 -28.33 4.93
C -2.30 -27.75 5.16
C 3.55 -26.91 3.11
C 2.47 -26.66 2.15
C 2.87 -26.69 0.71
C 3.27 -25.32 0.08
H 2.78 -22.29 2.65
H 1.94 -21.12 3.54
H 1.28 -22.76 3.48
H 2.48 -22.24 5.79
H 3.79 -21.74 4.97
H 4.31 -23.81 5.76
H 4.17 -24.05 4.07
H 1.52 -24.74 4.77
H 2.10 -24.97 6.18
H 4.32 -27.20 6.79
H 5.44 -26.58 5.53
H 5.19 -28.77 4.40
H 4.11 -29.39 5.48
H 7.00 -28.51 5.99
H 6.56 -30.19 6.00
H 6.12 -28.12 8.19
H 6.69 -29.61 8.34
H 4.91 -29.42 8.07
H 1.60 -28.29 5.97
H 1.78 -28.64 4.24
H 0.10 -26.61 3.93
H 0.17 -26.57 5.69
H -0.71 -29.01 5.77
H -0.89 -28.84 3.97
H -3.07 -28.52 5.24
H -2.55 -27.22 4.24
H -2.40 -27.03 5.97
H 4.25 -27.73 2.96
H 4.26 -26.08 3.09
H 2.08 -25.68 2.43
H 1.74 -27.46 2.20
H 2.00 -27.03 0.15
H 3.58 -27.45 0.39
H 4.05 -25.54 -0.65
H 3.74 -24.59 0.74
H 2.46 -24.77 -0.41
C 9.41 -29.79 8.79
C 9.35 -28.77 7.68
C 10.69 -28.05 7.43
C 10.50 -26.88 6.46
P 11.75 -25.51 6.52
C 13.44 -26.15 6.04
C 14.51 -25.35 5.28
C 14.62 -25.50 3.73
C 15.58 -24.45 3.05
C 11.16 -24.24 5.23
C 11.95 -22.95 4.91
C 11.06 -21.95 4.26
C 11.70 -20.57 4.13
C 11.90 -24.84 8.14
C 11.10 -23.51 8.39
C 9.56 -23.70 8.80
C 8.82 -22.42 9.10
H 9.62 -29.34 9.76
H 10.23 -30.48 8.57
H 8.52 -30.41 8.85
H 8.59 -28.04 7.92
H 9.10 -29.21 6.72
H 11.34 -28.80 6.98
H 11.17 -27.82 8.38
H 9.49 -26.49 6.53
H 10.62 -27.27 5.44
H 13.18 -26.96 5.35
H 13.97 -26.64 6.86
H 15.48 -25.63 5.69
H 14.39 -24.29 5.51
H 13.66 -25.37 3.24
H 14.80 -26.51 3.38
H 16.56 -24.54 3.53
H 15.19 -23.44 3.25
H 15.52 -24.48 1.97
H 10.14 -24.07 5.56
H 11.10 -24.85 4.32
H 12.89 -23.19 4.42
H 12.29 -22.50 5.84
H 10.23 -21.82 4.95
H 10.76 -22.32 3.28
H 11.82 -20.18 5.15
H 10.97 -19.93 3.63
H 12.61 -20.57 3.53
H 12.98 -24.71 8.21
H 11.67 -25.67 8.81
H 11.24 -22.79 7.59
H 11.59 -23.04 9.24
H 9.39 -24.24 9.73
H 8.99 -24.23 8.04
H 9.12 -22.02 10.07
H 7.73 -22.38 9.22
H 9.06 -21.65 8.37
C 5.81 -33.86 8.12
C 5.96 -32.63 7.34
C 6.09 -32.90 5.81
C 7.60 -32.97 5.37
N 7.84 -33.36 3.90
C 9.34 -33.69 3.52
C 10.04 -32.33 3.25
C 8.94 -31.31 2.95
C 7.66 -32.18 2.94
C 7.05 -34.65 3.49
H 4.81 -34.23 7.90
H 5.88 -33.59 9.18
H 6.51 -34.64 7.82
H 6.80 -32.06 7.76
H 5.02 -32.09 7.40
H 5.65 -32.13 5.17
H 5.51 -33.76 5.49
H 8.01 -33.79 5.97
H 8.22 -32.09 5.50
H 9.35 -34.28 2.61
H 9.71 -34.26 4.37
H 10.81 -32.43 2.49
H 10.62 -31.96 4.10
H 9.02 -30.81 1.98
H 8.88 -30.54 3.73
H 7.32 -32.56 1.97
H 6.81 -31.63 3.34
H 5.97 -34.45 3.54
H 7.31 -35.48 4.15
H 7.35 -34.92 2.48
C 17.89 -26.04 -7.66
C 18.13 -24.80 -6.89
C 16.84 -24.21 -6.32
C 16.41 -24.93 -5.01
N 14.99 -24.63 -4.57
C 14.51 -25.41 -3.31
C 12.96 -25.52 -3.47
C 12.80 -25.88 -4.94
C 13.97 -25.09 -5.68
C 14.58 -23.11 -4.39
C 15.52 -22.32 -3.39
C 14.90 -20.90 -3.05
H 17.11 -25.77 -8.38
H 17.58 -26.89 -7.05
H 18.81 -26.17 -8.23
H 18.48 -24.02 -7.57
H 19.01 -24.73 -6.25
H 16.05 -24.26 -7.06
H 17.16 -23.19 -6.13
H 17.09 -24.58 -4.23
H 16.37 -26.02 -5.06
H 14.77 -24.82 -2.43
H 15.10 -26.32 -3.41
H 12.41 -24.65 -3.10
H 12.65 -26.34 -2.83
H 11.77 -25.66 -5.24
H 12.86 -26.95 -5.13
H 13.72 -24.32 -6.41
H 14.57 -25.78 -6.28
H 13.50 -23.09 -4.22
H 14.59 -22.62 -5.36
H 16.54 -22.43 -3.76
H 15.68 -22.96 -2.52
H 13.84 -20.97 -2.82
H 14.91 -20.21 -3.90
H 15.36 -20.55 -2.13
C 8.41 -27.36 3.53
C 7.65 -27.63 2.29
C 7.27 -26.43 1.40
C 8.70 -25.84 0.91
N 8.63 -24.74 -0.18
C 7.45 -23.82 -0.10
C 7.13 -23.35 -1.58
C 7.77 -24.39 -2.50
C 8.48 -25.40 -1.58
C 9.91 -23.76 -0.06
C 11.26 -24.49 0.01
C 12.43 -23.53 0.21
H 8.76 -28.31 3.95
H 7.82 -26.77 4.23
H 9.26 -26.70 3.39
H 6.80 -28.19 2.68
H 8.26 -28.33 1.72
H 6.79 -25.70 2.04
H 6.62 -26.82 0.62
H 9.29 -26.68 0.53
H 9.20 -25.26 1.69
H 7.65 -23.02 0.61
H 6.63 -24.46 0.23
H 7.57 -22.36 -1.68
H 6.06 -23.19 -1.65
H 8.54 -24.03 -3.18
H 6.98 -24.81 -3.13
H 9.49 -25.73 -1.82
H 7.88 -26.28 -1.35
H 9.65 -23.32 0.90
H 9.97 -23.02 -0.85
H 11.45 -24.96 -0.96
H 11.23 -25.23 0.81
H 12.31 -22.60 -0.33
H 13.39 -24.02 0.05
H 12.41 -23.20 1.25
C 8.54 -33.90 -5.83
C 9.43 -32.74 -5.36
C 9.09 -32.40 -3.92
C 7.88 -31.45 -3.58
N 7.37 -31.57 -2.05
C 6.48 -30.36 -1.67
C 7.46 -29.18 -1.52
C 8.79 -29.81 -1.10
C 8.58 -31.31 -1.18
C 6.73 -32.98 -1.99
C 5.99 -33.27 -0.73
C 5.71 -34.83 -0.45
H 7.52 -33.55 -5.99
H 8.54 -34.84 -5.27
H 8.77 -34.27 -6.83
H 9.24 -31.85 -5.97
H 10.48 -33.03 -5.37
H 9.97 -31.85 -3.61
H 9.07 -33.25 -3.24
H 7.06 -31.53 -4.29
H 8.22 -30.45 -3.85
H 5.95 -30.56 -0.74
H 5.73 -30.14 -2.43
H 7.17 -28.35 -0.86
H 7.65 -28.62 -2.43
H 9.11 -29.51 -0.10
H 9.60 -29.60 -1.79
H 8.34 -31.67 -0.18
H 9.44 -31.90 -1.51
H 7.61 -33.62 -2.09
H 6.08 -33.12 -2.85
H 5.00 -32.84 -0.83
H 6.40 -32.72 0.12
H 4.88 -35.05 0.22
H 6.57 -35.33 -0.01
H 5.45 -35.40 -1.35
C 10.45 -23.27 -5.98
C 9.19 -22.52 -6.56
C 8.39 -21.53 -5.64
C 7.42 -20.56 -6.35
N 6.70 -19.60 -5.26
C 6.19 -20.35 -4.05
C 4.96 -19.62 -3.54
C 4.51 -18.68 -4.62
C 5.44 -18.97 -5.86
C 7.72 -18.51 -4.86
C 7.35 -17.33 -4.02
C 8.45 -16.26 -3.97
H 10.36 -23.54 -4.93
H 11.29 -22.58 -6.02
H 10.68 -24.19 -6.52
H 8.44 -23.25 -6.83
H 9.50 -22.05 -7.49
H 9.11 -20.90 -5.11
H 7.94 -22.16 -4.87
H 6.67 -21.11 -6.93
H 7.91 -19.87 -7.03
H 6.88 -20.63 -3.26
H 5.87 -21.33 -4.41
H 5.24 -19.10 -2.62
H 4.22 -20.35 -3.21
H 4.56 -17.66 -4.24
H 3.46 -18.90 -4.82
H 5.63 -18.07 -6.44
H 4.96 -19.71 -6.52
H 7.90 -18.04 -5.83
H 8.61 -18.98 -4.44
H 7.39 -17.91 -3.09
H 6.34 -16.94 -4.12
H 8.56 -15.71 -4.91
H 9.40 -16.68 -3.62
H 8.12 -15.45 -3.31
N 9.24 -27.16 -4.84
O 8.16 -27.70 -4.66
O 9.48 -26.65 -5.94
O 10.07 -27.23 -3.95
N 7.35 -23.31 4.69
O 7.94 -23.43 3.62
O 6.74 -22.36 4.80
O 7.24 -24.18 5.49
N 11.01 -20.56 -3.01
O 11.61 -19.55 -3.46
O 11.48 -21.71 -2.93
O 9.89 -20.44 -2.48
N 11.59 -28.51 2.30
O 11.03 -28.73 1.22
O 11.85 -29.46 2.95
O 11.83 -27.35 2.63
```


Computed, not measured: a 12-piece molecular cluster, C40H93BF2N3O41P6 overall, with the ωB97M-V functional and the def2-TZVPD basis.

* spin multiplicity: 2
* LUMO level (spin up / spin down): -0.96 / -6.97 eV
* total charge: 0

Geometry as XYZ:
```
186
C40H93BF2N3O41P6 (the ωB97M-V functional and the def2-TZVPD basis)
O -3.56 -0.96 -1.80
C -2.69 -0.43 -1.08
O -1.35 -0.32 -1.37
B -0.69 0.44 -0.31
O -1.82 0.83 0.58
C -2.94 0.35 0.23
O -4.04 0.41 0.79
O 0.10 1.59 -0.81
C 1.36 1.51 -0.36
O 2.29 2.28 -0.64
C 1.48 0.24 0.47
O 0.29 -0.40 0.45
O 2.56 -0.12 1.02
C 5.49 -4.19 4.09
C 4.74 -4.50 2.75
C 3.54 -3.54 2.42
O 2.61 -3.54 3.53
C 1.63 -2.63 3.33
N 5.75 -4.50 1.69
H 6.20 -3.39 3.87
H 5.91 -5.14 4.40
H 4.83 -3.82 4.87
H 4.33 -5.50 2.87
H 3.04 -3.77 1.48
H 3.99 -2.54 2.38
H 1.13 -2.84 2.39
H 2.04 -1.62 3.28
H 0.92 -2.61 4.16
H 6.53 -5.02 2.07
H 5.46 -5.08 0.91
C 2.05 2.90 -6.20
C 1.54 1.70 -5.41
C 2.32 1.50 -4.08
O 3.72 1.36 -4.38
C 4.48 0.93 -3.22
N 0.20 1.92 -5.24
H 1.53 3.06 -7.14
H 3.04 2.57 -6.50
H 2.12 3.79 -5.57
H 1.69 0.87 -6.10
H 1.93 0.57 -3.66
H 2.13 2.33 -3.39
H 5.53 0.80 -3.48
H 4.05 -0.02 -2.92
H 4.32 1.69 -2.46
H -0.20 1.03 -4.98
H 0.04 2.55 -4.46
C -2.25 -3.49 -5.25
C -2.66 -2.60 -6.43
C -1.72 -1.36 -6.63
O -1.55 -0.52 -5.49
C -2.72 0.25 -5.15
N -2.53 -3.39 -7.66
H -1.30 -4.02 -5.33
H -3.05 -4.22 -5.20
H -2.37 -2.94 -4.32
H -3.70 -2.31 -6.30
H -1.99 -0.79 -7.52
H -0.71 -1.74 -6.79
H -2.90 1.10 -5.81
H -2.64 0.57 -4.11
H -3.65 -0.31 -5.05
H -2.54 -4.37 -7.42
H -3.29 -3.35 -8.33
C 4.96 0.94 3.35
O 5.85 2.02 3.65
P 5.66 2.88 4.96
O 5.57 2.07 6.22
O 6.95 3.86 4.99
C 8.19 3.35 5.46
O 4.38 3.78 4.55
C 4.57 5.04 3.98
H 4.73 0.99 2.29
H 4.09 1.04 4.00
H 5.51 0.05 3.64
H 8.22 3.64 6.51
H 8.98 3.79 4.85
H 8.31 2.27 5.36
H 4.70 5.80 4.75
H 3.62 5.28 3.50
H 5.38 4.92 3.26
C -7.75 0.27 2.13
O -8.17 1.54 1.67
P -7.08 2.57 1.00
O -7.53 3.97 0.80
O -5.90 2.37 2.06
C -4.66 3.19 2.07
O -6.60 1.75 -0.25
C -5.90 2.37 -1.27
H -7.34 0.37 3.13
H -7.02 -0.09 1.40
H -8.61 -0.40 2.12
H -3.86 2.47 2.26
H -4.63 3.83 2.95
H -4.45 3.72 1.14
H -5.35 3.27 -0.98
H -6.58 2.58 -2.10
H -5.13 1.66 -1.56
C -4.43 -4.61 -1.80
O -5.38 -5.03 -0.86
P -6.95 -4.69 -0.95
O -7.79 -5.00 0.22
O -7.06 -3.12 -1.51
C -6.99 -1.95 -0.67
O -7.38 -5.45 -2.29
C -8.16 -6.63 -2.18
H -4.88 -4.16 -2.68
H -3.87 -5.49 -2.13
H -3.84 -3.87 -1.27
H -6.14 -1.34 -0.97
H -6.88 -2.21 0.38
H -7.88 -1.33 -0.81
H -7.89 -7.32 -1.38
H -8.17 -7.20 -3.10
H -9.20 -6.38 -1.93
C 5.42 3.02 0.05
O 6.55 2.33 -0.52
P 8.08 2.77 -0.39
O 9.02 1.83 -1.05
O 8.05 4.28 -0.99
C 8.29 4.44 -2.37
O 8.30 3.07 1.15
C 9.09 2.25 1.96
H 4.93 3.57 -0.75
H 5.57 3.67 0.91
H 4.74 2.24 0.43
H 9.24 4.97 -2.44
H 7.55 5.05 -2.89
H 8.51 3.56 -2.97
H 8.33 1.77 2.57
H 9.79 2.80 2.60
H 9.63 1.47 1.43
C 2.46 -2.72 -1.00
O 2.13 -2.67 -2.36
P 3.06 -3.41 -3.49
O 4.47 -3.71 -3.10
O 2.21 -4.77 -3.92
C 2.66 -6.01 -3.50
O 2.91 -2.46 -4.83
C 1.66 -2.22 -5.33
H 1.60 -2.80 -0.33
H 3.10 -1.93 -0.63
H 3.05 -3.60 -0.75
H 3.07 -6.02 -2.48
H 3.33 -6.43 -4.25
H 1.75 -6.60 -3.45
H 1.62 -1.16 -5.59
H 0.72 -2.43 -4.82
H 1.58 -2.68 -6.31
C -4.56 0.15 4.17
O -5.79 0.22 4.88
P -6.18 -1.11 5.71
O -6.37 -2.32 4.85
O -5.01 -1.19 6.85
C -4.18 -2.32 7.01
O -7.58 -0.57 6.42
C -7.63 0.57 7.19
H -3.77 0.59 4.79
H -4.62 0.57 3.17
H -4.25 -0.88 4.01
H -3.15 -1.95 6.94
H -4.34 -3.05 6.23
H -4.32 -2.77 7.99
H -8.39 1.21 6.73
H -6.64 1.01 7.10
H -7.73 0.40 8.26
C 0.78 1.86 4.15
C -0.58 2.05 3.42
O -0.28 2.80 2.30
C 0.83 3.49 2.54
O 1.32 4.34 1.85
O 1.38 3.03 3.68
F -1.46 2.67 4.21
H 1.44 1.06 3.81
H 0.72 2.03 5.22
H -0.98 1.09 3.10
C -0.91 4.87 -0.93
C -2.34 5.11 -0.36
O -3.07 4.14 -0.96
C -2.54 3.89 -2.13
O -3.14 3.26 -3.00
O -1.32 4.33 -2.19
F -2.82 6.40 -0.68
H -0.49 4.04 -0.37
H -0.37 5.81 -0.85
H -2.37 5.05 0.72
```


For reference, max |F| by record: 10.29; 5.08 eV/Å.